Entry 1:
{"formula": "C12H43AgO10", "method": "ωB97M-V with the def2-TZVPD basis set", "symbols": ["Ag", "C", "C", "C", "O", "H", "H", "H", "H", "H", "H", "H", "C", "O", "H", "H", "H", "H", "C", "O", "H", "H", "H", "H", "C", "O", "H", "H", "H", "H", "C", "O", "H", "H", "H", "H", "C", "O", "H", "H", "H", "H", "C", "O", "H", "H", "H", "H", "C", "O", "H", "H", "H", "H", "C", "O", "H", "H", "H", "H", "C", "O", "H", "H", "H", "H"], "positions_angstrom": [[24.69039, 17.44720, -20.22576], [20.44482, 16.16657, -19.60164], [21.52337, 17.04588, -18.90453], [22.13484, 16.43551, -17.66479], [22.41181, 17.49584, -19.81112], [20.91244, 15.35224, -20.14810], [19.84397, 16.73982, -20.30856], [19.79741, 15.80602, -18.81029], [20.94117, 17.94730, -18.58879], [22.64877, 17.22691, -17.10795], [22.93017, 15.69991, -17.85678], [21.44442, 15.92200, -16.99757], [23.00674, 20.43399, -16.43296], [24.18084, 19.59985, -16.49063], [23.21396, 21.42544, -16.82512], [22.15445, 19.96812, -16.93946], [22.73400, 20.50515, -15.38288], [24.53357, 19.67486, -17.38253], [19.53661, 17.68586, -15.19582], [18.48388, 17.75462, -14.25368], [20.07006, 18.63138, -15.08417], [20.23785, 16.90975, -14.84903], [19.28889, 17.47278, -16.23611], [17.86568, 17.04860, -14.47002], [22.31347, 14.19259, -13.40677], [22.86154, 14.55298, -12.15246], [23.04390, 13.62392, -13.99932], [21.41326, 13.57809, -13.32180], [22.04554, 15.10328, -13.93612], [22.77156, 13.81655, -11.54263], [19.75463, 17.57592, -22.83786], [21.08767, 17.14732, -22.61221], [19.64953, 17.76211, -23.89623], [19.03014, 16.81826, -22.50274], [19.51497, 18.46797, -22.24436], [21.24431, 17.16860, -21.66430], [18.03692, 21.45091, -18.68372], [18.44175, 20.16401, -18.18514], [18.61158, 22.26406, -18.22166], [18.11240, 21.52361, -19.77094], [16.99954, 21.60062, -18.39521], [19.32260, 19.98495, -18.52810], [23.57735, 14.72420, -21.22514], [24.85647, 15.42565, -21.30813], [23.67576, 13.71312, -21.61337], [23.26019, 14.68076, -20.18623], [22.85492, 15.24403, -21.85526], [25.53837, 14.81570, -21.60233], [22.00660, 21.34798, -20.00863], [21.07847, 20.32511, -19.69836], [22.44523, 21.25225, -21.01512], [21.45171, 22.28130, -20.06148], [22.83307, 21.40631, -19.29657], [21.52146, 19.47696, -19.62743], [24.63056, 16.61188, -14.78224], [25.32111, 16.87117, -16.03197], [23.76164, 17.26584, -14.68772], [24.36106, 15.56731, -14.67608], [25.31332, 16.83228, -13.95628], [25.14447, 17.80459, -16.20794], [18.17021, 13.99738, -16.53167], [17.75609, 15.07769, -15.69338], [18.80479, 14.43657, -17.30219], [18.77600, 13.26086, -16.00035], [17.32232, 13.50297, -17.00718], [17.25309, 14.75069, -14.94137]], "forces_ev_per_angstrom": [[-0.09, -0.30, 0.04], [-0.17, 0.32, -0.23], [-0.25, -0.63, 0.80], [0.97, -0.10, 0.46], [0.23, 0.40, -0.42], [0.06, -0.17, 0.18], [0.00, 0.03, 0.18], [-0.07, -0.15, -0.01], [-0.11, -0.07, -0.11], [-0.16, -0.08, 0.14], [-0.21, 0.11, -0.43], [-0.32, 0.30, -0.10], [0.03, -0.50, 0.44], [-0.26, 0.06, -0.37], [-0.07, 0.09, -0.04], [0.11, 0.12, -0.19], [0.09, 0.13, 0.01], [0.10, 0.13, 0.08], [0.95, -0.16, 1.26], [-0.40, -0.07, -0.67], [-0.04, 0.05, -0.42], [0.06, -0.03, -0.31], [-0.49, 0.22, 0.01], [0.02, 0.02, 0.01], [0.13, -0.42, -0.01], [-0.13, 0.15, -0.05], [-0.10, 0.12, -0.04], [-0.04, 0.06, 0.11], [0.05, 0.10, -0.01], [0.04, -0.02, -0.02], [-0.41, -0.10, 0.79], [0.37, -0.10, 0.05], [-0.14, 0.09, -0.14], [0.10, -0.05, -0.37], [0.15, 0.15, -0.37], [0.08, 0.13, -0.12], [0.16, -0.20, 0.39], [-0.20, 0.34, -0.21], [0.05, -0.15, -0.11], [0.04, -0.08, 0.01], [-0.04, -0.14, -0.03], [0.04, 0.31, -0.10], [0.37, -0.01, -0.42], [-0.62, -0.15, 0.12], [0.08, -0.02, 0.08], [-0.02, 0.02, 0.05], [0.01, 0.12, 0.12], [0.12, 0.13, 0.06], [0.28, 0.27, -0.78], [-0.22, -0.20, 0.17], [-0.13, -0.36, 0.18], [0.03, 0.04, 0.42], [-0.17, 0.13, 0.18], [0.25, 0.14, -0.31], [0.87, 0.55, -0.02], [-0.67, -0.20, 0.24], [-0.13, -0.20, 0.01], [-0.10, -0.08, -0.42], [-0.13, 0.06, 0.02], [0.09, -0.07, 0.13], [0.00, 0.28, 0.21], [0.15, -0.05, -0.08], [-0.11, -0.01, -0.02], [-0.08, -0.02, 0.12], [0.00, -0.01, -0.01], [-0.01, -0.25, -0.13]], "mulliken_spin": [-0.004, 0.177, -0.006, -0.016, 0.799, -0.001, -0.008, -0.003, 0.066, -0.002, -0.006, 0.004, -0.002, 0.000, 0.000, 0.003, 0.000, 0.000, 0.000, 0.000, 0.001, 0.000, 0.001, 0.000, 0.000, 0.000, 0.000, 0.000, 0.000, 0.000, 0.000, 0.001, 0.000, 0.000, 0.000, -0.012, 0.000, 0.000, 0.000, 0.000, 0.000, -0.005, 0.003, -0.001, 0.001, 0.000, -0.001, 0.000, 0.001, 0.009, 0.000, 0.000, 0.000, -0.001, 0.000, 0.000, 0.000, 0.000, 0.000, 0.000, 0.001, 0.000, 0.000, 0.000, 0.000, 0.000], "fmax_ha_per_bohr": 0.031, "charge": 1, "e_above_lowest_kj_mol": 69.2, "orbital_gap_ev": [7.0338, 5.1510], "s2": 0.755, "spin_multiplicity": 2, "total_energy_ev": -37602.293, "lumo_ha": [-0.18087, -0.25001]}

***

Entry 2:
{"formula": "C2H4N4O", "method": "ωB97M-V with the def2-TZVPD basis set", "symbols": ["C", "C", "H", "H", "H", "H", "N", "N", "N", "N", "O"], "positions_angstrom": [[-0.71808, -0.56044, 0.00688], [-0.46864, -0.19344, -1.35294], [1.88351, -0.49736, 2.23026], [0.60375, 0.93708, 2.47158], [-1.49155, -1.12547, 0.75036], [-2.24264, 1.15913, -2.36761], [0.87172, -0.10422, 2.02122], [0.56520, -0.21303, 0.55416], [0.74240, 0.27456, -1.43425], [1.34178, 0.14091, -0.35311], [-1.08745, 0.18228, -2.52656]], "forces_ev_per_angstrom": [[-0.09, -0.58, 1.44], [-2.99, 1.43, 0.86], [-2.78, 1.63, -0.88], [1.48, -3.64, -2.23], [1.96, 1.83, -2.46], [4.20, -3.66, -0.15], [0.41, 0.93, -0.40], [-3.78, -1.80, 4.08], [1.87, -0.22, -2.40], [5.01, 2.38, 1.34], [-5.29, 1.69, 0.79]], "lowdin_charge": [0.031, -0.483, 0.120, 0.160, 0.153, 0.339, 0.029, -0.247, 0.039, -0.028, -0.113], "fmax_ha_per_bohr": 0.114, "charge": 0, "e_above_lowest_kj_mol": 756.4, "orbital_gap_ev": 8.2406, "total_energy_ev": -10139.295, "lumo_ha": -0.03682}

***

Entry 3:
{"formula": "C25H33FMnN5S2Si", "method": "ωB97M-V with the def2-TZVPD basis set", "symbols": ["Mn", "C", "C", "C", "C", "C", "C", "C", "C", "C", "C", "H", "H", "H", "H", "H", "H", "H", "H", "H", "H", "H", "H", "H", "H", "C", "Si", "C", "C", "N", "C", "C", "C", "C", "C", "C", "F", "H", "H", "H", "H", "H", "H", "H", "H", "H", "H", "H", "H", "H", "N", "C", "N", "C", "C", "S", "C", "C", "S", "C", "N", "N", "H", "H", "H", "H", "H", "H"], "positions_angstrom": [[0.44450, -0.17694, -0.37017], [1.04288, 3.72704, 1.49267], [-0.09508, 3.52238, 0.49716], [-1.33190, 3.01769, 1.23137], [0.27496, 2.63997, -0.68484], [1.58909, 2.53353, -1.14578], [1.91384, 1.77723, -2.26837], [0.94387, 1.07951, -2.97972], [1.28804, 0.25151, -4.18365], [-0.37880, 1.19430, -2.53743], [-0.71213, 1.95995, -1.42212], [0.72900, 4.43148, 2.26193], [1.94627, 4.12933, 1.04063], [1.28796, 2.78818, 1.99437], [-0.33984, 4.50168, 0.06525], [-1.21677, 1.97115, 1.52773], [-2.23396, 3.10194, 0.62700], [-1.49658, 3.60913, 2.13114], [2.38616, 3.04032, -0.62432], [2.94892, 1.71536, -2.58273], [0.96930, 0.75175, -5.09906], [0.79018, -0.71828, -4.14832], [2.36144, 0.08349, -4.24842], [-1.16490, 0.69887, -3.09296], [-1.75273, 2.04347, -1.14195], [-3.59963, -2.55957, 0.60190], [-2.87458, -0.80967, 0.42210], [-3.06288, -0.34678, -1.39771], [-3.90563, 0.36253, 1.45743], [-1.16921, -0.74633, 0.81751], [-0.84500, -0.95947, 2.15703], [-1.63847, -1.61241, 3.11903], [-1.23927, -1.75790, 4.43654], [-0.02206, -1.26643, 4.88525], [0.80022, -0.61552, 3.97797], [0.35766, -0.49372, 2.68685], [1.20270, 0.17199, 1.78226], [-4.20665, -2.81516, -0.26660], [-4.25335, -2.63456, 1.47055], [-2.83585, -3.33134, 0.72061], [-3.77360, -1.00444, -1.89354], [-2.12770, -0.41675, -1.96201], [-3.43817, 0.67042, -1.50388], [-4.96761, 0.18882, 1.28429], [-3.69744, 1.40133, 1.21068], [-3.72048, 0.22926, 2.52350], [-2.59082, -2.02568, 2.83291], [-1.89693, -2.27094, 5.12445], [0.28365, -1.38604, 5.91296], [1.76236, -0.21047, 4.25875], [-1.20739, -3.12799, -1.57508], [0.10251, -3.05566, -1.87183], [0.87608, -2.06706, -1.48183], [2.17848, -2.28120, -1.90038], [2.37870, -3.39087, -2.64321], [0.89605, -4.25273, -2.82975], [3.18525, -1.34438, -1.41906], [4.48465, -1.27575, -1.78385], [5.29952, -0.10118, -0.82579], [3.81936, 0.23299, -0.00406], [2.78884, -0.46949, -0.41897], [3.75151, 1.21375, 0.92910], [-1.49066, -2.61356, -0.75015], [-1.70014, -3.98792, -1.74672], [3.29875, -3.77211, -3.04457], [5.00761, -1.85119, -2.52560], [4.61575, 1.55342, 1.31770], [2.98019, 1.15576, 1.57583]], "forces_ev_per_angstrom": [[0.04, -0.37, 0.05], [0.00, -0.01, 0.05], [-0.01, 0.10, -0.10], [-0.09, -0.03, 0.05], [-0.01, -0.03, -0.10], [-0.03, -0.04, -0.08], [-0.05, 0.02, 0.03], [0.00, 0.07, 0.06], [-0.01, 0.00, -0.01], [0.16, 0.05, -0.12], [0.22, 0.05, 0.10], [-0.01, 0.01, 0.01], [0.04, 0.03, -0.03], [0.01, -0.04, -0.01], [0.03, -0.02, 0.04], [0.00, 0.01, 0.01], [-0.02, -0.01, -0.01], [-0.01, 0.01, 0.02], [0.01, 0.02, 0.02], [0.03, -0.01, -0.01], [-0.01, 0.01, -0.01], [-0.02, -0.02, -0.01], [0.03, -0.01, -0.01], [0.09, 0.08, -0.05], [0.06, -0.05, 0.05], [0.11, 0.10, 0.03], [-0.12, 0.04, -0.13], [0.22, -0.04, -0.01], [0.12, -0.13, 0.00], [-0.08, 0.02, 0.02], [0.08, 0.06, 0.05], [0.05, 0.01, -0.02], [0.05, 0.01, 0.06], [-0.01, 0.00, -0.04], [-0.03, -0.02, -0.02], [0.10, 0.07, -0.10], [-0.14, 0.05, 0.14], [-0.03, -0.01, -0.07], [-0.03, 0.01, 0.07], [0.00, -0.04, 0.04], [-0.12, -0.06, 0.00], [-0.29, -0.17, 0.22], [-0.04, 0.09, -0.03], [-0.08, -0.04, -0.04], [0.03, 0.09, -0.02], [0.00, 0.01, 0.04], [-0.11, -0.04, -0.08], [-0.02, -0.01, 0.03], [0.02, 0.00, 0.05], [0.03, 0.02, 0.02], [-0.12, 0.03, 0.08], [-0.02, -0.01, -0.08], [-0.09, -0.04, -0.05], [0.10, -0.15, -0.12], [-0.09, 0.13, 0.07], [0.04, 0.05, 0.02], [0.13, -0.02, -0.01], [-0.14, 0.03, 0.04], [0.00, -0.01, -0.01], [-0.14, 0.02, -0.10], [0.12, 0.22, 0.00], [-0.02, -0.01, 0.13], [0.02, 0.00, -0.01], [0.00, 0.00, 0.00], [0.08, -0.03, -0.05], [0.03, -0.04, -0.05], [-0.01, -0.01, 0.00], [-0.02, 0.03, 0.00]], "mulliken_spin": [4.691, -0.001, -0.025, 0.003, -0.029, 0.072, -0.030, -0.009, -0.015, 0.002, 0.058, 0.000, 0.000, 0.001, 0.001, 0.011, 0.000, 0.000, 0.004, -0.004, 0.001, 0.000, 0.000, 0.019, 0.029, 0.003, 0.039, 0.041, 0.001, -0.049, 0.042, 0.018, -0.003, 0.008, 0.002, -0.012, 0.009, -0.001, 0.000, -0.001, 0.002, -0.015, 0.001, 0.000, 0.000, 0.000, 0.001, 0.000, 0.001, 0.000, 0.004, 0.022, 0.015, -0.016, 0.008, 0.005, 0.017, -0.001, 0.003, 0.022, 0.033, 0.004, 0.011, 0.000, 0.000, 0.000, -0.001, 0.006], "fmax_ha_per_bohr": 0.008, "charge": 1, "e_above_lowest_kj_mol": 0.0, "orbital_gap_ev": [7.7337, 7.7740], "s2": 8.755, "spin_multiplicity": 6, "total_energy_ev": -97496.244, "lumo_ha": [-0.08633, -0.08880]}

***

Entry 4:
{"formula": "C4H5NOS", "method": "ωB97M-V with the def2-TZVPD basis set", "symbols": ["S", "N", "C", "C", "C", "C", "O", "H", "H", "H", "H", "H"], "positions_angstrom": [[2.81392, -0.02446, -0.09714], [1.52947, -1.12001, 0.01755], [0.34494, -0.65462, 0.06452], [-0.06202, 0.79878, 0.06597], [-1.56813, 0.68424, 0.00248], [-1.90464, -0.59585, -0.05780], [-0.76982, -1.43072, -0.01635], [3.82180, -0.81279, 0.41618], [0.26161, 1.29916, -0.89084], [0.44172, 1.36912, 0.89195], [-2.12531, 1.66692, -0.09517], [-2.78354, -1.17977, -0.30137]], "forces_ev_per_angstrom": [[0.41, -0.07, 0.44], [-0.90, -0.86, 0.26], [1.28, 1.11, -0.57], [0.12, 0.36, -0.54], [-0.28, 2.14, 0.22], [0.94, -0.18, -0.51], [-0.02, -0.37, 0.27], [-0.90, 0.27, -0.39], [0.00, -0.45, 0.81], [-0.72, -0.49, -0.53], [0.15, -1.91, 0.19], [-0.09, 0.45, 0.36]], "lowdin_charge": [0.712, -0.315, -0.488, -0.156, -0.076, -0.080, 0.015, -0.127, 0.133, 0.125, 0.131, 0.127], "fmax_ha_per_bohr": 0.042, "charge": 0, "e_above_lowest_kj_mol": 175.0, "orbital_gap_ev": 9.2635, "total_energy_ev": -18600.105, "lumo_ha": 0.03178}

***

Entry 5:
{"formula": "C10H20N2O3S", "method": "ωB97M-V with the def2-TZVPD basis set", "symbols": ["C", "C", "C", "C", "C", "C", "C", "C", "C", "C", "H", "H", "H", "H", "H", "H", "H", "H", "H", "H", "H", "H", "H", "H", "H", "H", "H", "H", "H", "H", "N", "N", "O", "O", "O", "S"], "positions_angstrom": [[0.79048, -1.33929, 0.99163], [-0.40122, -0.09466, 0.97000], [1.74943, -1.05533, 2.03383], [3.07868, -1.82674, 1.72808], [1.08962, -1.44482, 3.30588], [-1.94283, 0.61319, -0.68717], [-3.47507, 0.38052, -0.26086], [-1.67566, 0.79641, -2.15664], [-0.28240, 0.81650, -2.68445], [-0.09805, 3.81098, -2.39007], [1.59793, -2.63252, -0.28178], [2.18292, -1.00523, -0.55867], [0.32272, -2.23273, 1.39002], [1.92724, -0.00758, 1.81751], [3.75218, -1.38651, 2.40543], [3.29538, -3.05240, 1.99427], [3.41027, -1.42399, 0.70177], [0.15183, -0.88113, 3.49039], [1.69091, -1.23172, 4.21604], [0.75113, -2.52770, 3.27485], [-0.68206, -1.09604, -0.89826], [-1.78557, 1.65179, -0.10560], [-2.14746, 1.74036, -2.50462], [-2.18005, -0.21697, -2.45247], [-0.33671, 0.94892, -3.72411], [0.15223, -0.17016, -2.46963], [0.78209, 4.56492, -2.35604], [-0.84447, 3.70890, -3.46085], [-0.85402, 3.89137, -1.26877], [-2.65442, -0.84723, 1.10968], [1.22914, -1.64726, -0.41734], [-1.07856, -0.41756, -0.20706], [-0.36154, 1.03399, 1.54161], [-4.47207, 0.84288, -0.87309], [-3.57020, -0.43261, 0.91716], [0.88818, 2.16946, -2.13064]], "forces_ev_per_angstrom": [[-3.43, 0.37, -1.07], [3.73, 0.40, -1.96], [2.01, -0.93, -0.87], [0.56, -1.07, -0.17], [-0.86, 0.00, 2.14], [-1.05, 2.96, 1.66], [-1.69, -0.29, -1.11], [-2.54, -0.79, -0.27], [0.98, 0.04, 1.42], [-2.11, -1.51, 1.23], [-0.27, 1.55, -0.69], [-3.30, -2.17, 0.06], [-0.86, -0.37, -0.78], [0.72, 0.58, 1.20], [1.28, 0.55, 0.87], [-1.40, 3.36, -1.33], [-0.03, -1.48, 1.55], [0.43, -0.10, -0.34], [-0.15, -0.45, -0.58], [0.80, 1.08, 0.16], [-0.16, 0.73, 1.46], [0.30, -2.34, -0.98], [-0.53, -1.10, 0.01], [0.59, 2.04, -1.04], [-0.11, -0.11, -1.50], [0.67, 0.60, -0.16], [-2.04, -0.99, -0.40], [2.56, 0.72, 3.42], [2.29, 0.14, -3.90], [-2.01, 1.14, -0.75], [3.20, 1.01, 1.39], [-0.85, 1.39, 1.82], [-0.75, -4.39, -1.24], [3.98, -1.86, 2.87], [1.25, 0.90, -1.93], [-1.21, 0.39, -0.20]], "lowdin_charge": [-0.322, -0.299, -0.464, -0.074, -0.075, -0.287, -0.327, -0.231, -0.499, -0.423, 0.100, 0.148, 0.119, 0.144, 0.033, 0.160, 0.077, 0.088, 0.094, 0.107, 0.133, 0.188, 0.118, 0.166, 0.046, 0.057, 0.016, 0.112, 0.113, 0.116, 0.016, 0.033, 0.036, 0.062, 0.033, 0.685], "fmax_ha_per_bohr": 0.102, "charge": 0, "e_above_lowest_kj_mol": 591.2, "orbital_gap_ev": 9.1952, "total_energy_ev": -30647.645, "lumo_ha": 0.01573}